Entry 1:
163
Properties=species:S:1:pos:R:3 method="wB97M-V/def2-TZVPD" relative_energy_kj_mol=133.12 homo_lumo_gap_ev=9.13 smiles=COC[C@H](C)N.COC[C@H](C)N.COC[C@H](C)N.COC[C@H](C)N.COC[C@H](C)N.COC[C@H](C)N.COC[C@H](C)N.COC[C@H](C)N.CCO.CCO.CCO molar_mass_g_mol=851.311 homo_ev=-8.7
C -0.1660 -3.4045 1.9693
O -0.6969 -4.5891 1.4239
C -0.0416 -5.0115 0.2413
C -0.5449 -6.3924 -0.1666
C -1.9657 -6.2133 -0.7368
N -0.6289 -7.3238 0.9685
H 0.8426 -3.6377 2.3322
H -0.7874 -3.1558 2.8299
H -0.1640 -2.5403 1.3013
H -0.1962 -4.2873 -0.5677
H 1.0262 -5.0249 0.5089
H 0.0868 -6.8869 -0.9054
H -2.4254 -7.1295 -1.0959
H -1.8746 -5.5440 -1.5985
H -2.5556 -5.6844 0.0128
H 0.2922 -7.4231 1.3831
H -1.2386 -6.8933 1.6566
C -0.4374 1.0834 -4.2404
O 0.5210 2.0421 -4.6155
C 0.3371 2.6567 -5.8805
C 1.3332 3.8175 -5.9591
C 1.3526 4.6291 -7.2262
N 2.7018 3.2946 -5.7281
H -0.0620 0.5263 -3.3838
H -0.5964 0.3883 -5.0738
H -1.4304 1.4732 -3.9937
H 0.5401 1.9766 -6.7152
H -0.6913 3.0309 -5.9364
H 1.1804 4.4464 -5.0781
H 1.6488 4.0044 -8.0761
H 2.0376 5.4728 -7.2287
H 0.3498 4.9816 -7.4857
H 3.1093 2.7522 -6.4886
H 2.5895 2.5602 -5.0294
C -2.9941 -2.3748 -0.0433
O -3.6731 -1.2886 -0.6616
C -4.7637 -1.6193 -1.4882
C -4.2894 -1.8204 -2.9432
C -3.5831 -0.5782 -3.5279
N -5.4625 -2.1463 -3.7754
H -2.1654 -1.9527 0.5123
H -2.6100 -3.0550 -0.8121
H -3.7021 -2.9480 0.5605
H -5.2311 -2.5449 -1.1404
H -5.4941 -0.8072 -1.4645
H -3.6634 -2.7139 -2.9249
H -2.7149 -0.3410 -2.9107
H -4.2574 0.2806 -3.5519
H -3.3559 -0.8111 -4.5684
H -5.1267 -2.3689 -4.7092
H -6.0082 -1.3042 -3.9450
C -5.6310 3.9071 -1.6612
O -5.6379 3.2580 -0.3923
C -4.4270 2.5539 -0.1747
C -4.5507 1.7697 1.1252
C -4.5961 2.6716 2.3457
N -3.4743 0.7806 1.2876
H -6.5407 4.5025 -1.6872
H -5.6258 3.1344 -2.4335
H -4.7708 4.5732 -1.7649
H -4.2979 1.7717 -0.9342
H -3.5761 3.2389 -0.1037
H -5.4978 1.2214 1.1098
H -5.2671 3.5235 2.2031
H -3.6150 2.9975 2.7021
H -5.0225 2.2058 3.2410
H -3.5785 0.0720 0.5481
H -2.6152 1.2458 0.9839
C -2.1223 -0.6435 4.3928
O -1.3701 -1.7289 4.8650
C -1.9278 -2.3669 5.9875
C -1.1719 -3.6089 6.4128
C -1.2337 -4.7718 5.4224
N -1.7349 -4.0332 7.7048
H -1.5846 -0.2582 3.5257
H -2.2276 0.1876 5.0995
H -3.1117 -0.9210 4.0127
H -1.8886 -1.6436 6.8134
H -2.9904 -2.6050 5.8316
H -0.1186 -3.3613 6.5700
H -0.6291 -5.6337 5.7132
H -0.9188 -4.5237 4.4019
H -2.2383 -5.1767 5.2553
H -2.7364 -3.8813 7.6406
H -1.5573 -5.0061 7.9017
C -0.3083 2.4333 3.8833
O -0.5395 2.4873 5.2665
C 0.5887 2.2390 6.0390
C 0.2984 2.4995 7.5328
C -0.8273 1.5890 8.0011
N -0.0604 3.8995 7.7802
H -1.2378 2.5697 3.3352
H 0.0880 1.4533 3.5902
H 0.4250 3.1851 3.5665
H 0.9966 1.2230 5.9367
H 1.4117 2.9220 5.7687
H 1.2459 2.3098 8.0398
H -0.8346 1.4917 9.0911
H -0.8166 0.5673 7.6198
H -1.8109 2.0126 7.7891
H 0.7619 4.4471 7.5316
H -0.7460 4.1848 7.0833
C 2.3486 -2.8123 -2.6430
O 2.5175 -2.8488 -1.2514
C 3.6953 -3.4953 -0.8471
C 3.8486 -3.3630 0.6642
C 4.0154 -1.8905 1.0444
N 5.0781 -4.0758 1.0603
H 2.5762 -3.7412 -3.1755
H 3.0136 -2.0353 -3.0416
H 1.3616 -2.4796 -2.9654
H 3.6237 -4.5559 -1.1233
H 4.5921 -3.1040 -1.3504
H 3.0019 -3.8970 1.0993
H 3.1294 -1.2668 0.8885
H 4.8950 -1.4647 0.5641
H 4.1414 -1.8229 2.1304
H 5.8051 -3.7393 0.4191
H 5.4669 -3.6562 1.9024
C 3.5026 0.7180 -2.8081
O 4.4721 -0.2815 -3.0207
C 5.3046 -0.1207 -4.1374
C 6.2194 -1.3459 -4.2489
C 7.2275 -1.1880 -5.3867
N 5.4140 -2.5449 -4.5648
H 2.7194 0.3051 -2.1712
H 2.9295 0.8908 -3.7302
H 3.9614 1.6454 -2.4793
H 4.7141 -0.0431 -5.0592
H 5.9632 0.7504 -4.0275
H 6.7016 -1.4736 -3.2728
H 8.0389 -1.9125 -5.2893
H 7.7251 -0.2222 -5.2610
H 6.7429 -1.3265 -6.3484
H 6.0469 -3.3347 -4.4807
H 4.6914 -2.6648 -3.8636
C -1.6326 5.8083 0.9779
C -0.1940 6.0324 0.5642
O 0.3946 4.7643 0.3080
H -2.1594 6.7603 1.0671
H -1.7491 5.3101 1.9392
H -2.1198 5.2347 0.1848
H 0.2728 6.5798 1.3909
H -0.1040 6.6560 -0.3291
H 1.3524 4.8620 0.2470
C 2.2436 3.8974 -2.3158
C 3.1963 3.8509 -1.1177
O 3.3542 5.1483 -0.5718
H 2.1221 2.8824 -2.6933
H 2.6268 4.5364 -3.1163
H 1.2502 4.2739 -2.0728
H 4.1673 3.4447 -1.4102
H 2.6888 3.2434 -0.3661
H 3.7641 5.6609 -1.2782
C 0.0532 -0.0338 -0.0664
C 0.2882 1.4675 -0.1656
O -0.7580 2.1030 0.5355
H 0.9111 -0.6662 -0.3085
H -0.7197 -0.3546 -0.7704
H -0.3091 -0.2576 0.9390
H 0.3123 1.7071 -1.2409
H 1.2394 1.8632 0.2130
H -0.6753 3.0567 0.4066

=====

Entry 2:
171
Properties=species:S:1:pos:R:3 method="wB97M-V/def2-TZVPD" relative_energy_kj_mol=0.00 homo_lumo_gap_ev=9.41 molar_mass_g_mol=884.326 homo_ev=-9.2
C -22.0585 8.5138 -16.1807
C -20.9844 8.6317 -15.1382
C -20.2575 7.3043 -14.8976
O -20.0346 9.5350 -15.6493
H -22.5374 9.4449 -16.4860
H -22.8595 7.8947 -15.7690
H -21.7526 8.0712 -17.1300
H -21.3974 9.0660 -14.2236
H -19.5983 7.3208 -14.0299
H -19.6789 6.9537 -15.7524
H -21.0049 6.5165 -14.7698
H -19.5786 10.0009 -14.9329
C -26.2010 10.9223 -13.4797
C -25.8450 9.7089 -14.3094
C -24.8314 8.8344 -13.6371
O -27.0211 8.9586 -14.4733
H -26.8655 11.6142 -13.9971
H -25.3441 11.4898 -13.1149
H -26.7373 10.5460 -12.6053
H -25.4344 10.1387 -15.2289
H -25.1881 8.4389 -12.6852
H -23.9570 9.4287 -13.3629
H -24.5345 8.0086 -14.2851
H -26.7579 8.1422 -14.9082
C -16.7716 12.2807 -13.7158
C -17.3524 10.8742 -13.9031
C -16.6581 9.8676 -12.9982
O -18.7528 10.9019 -13.6774
H -17.2858 12.9759 -14.3812
H -15.6867 12.3028 -13.8081
H -17.0427 12.7046 -12.7454
H -17.1108 10.5195 -14.9066
H -17.1241 8.8966 -13.1629
H -16.6773 10.2453 -11.9756
H -15.6284 9.8327 -13.3569
H -18.8982 11.2575 -12.7881
C -19.7021 16.6312 -14.7235
C -18.8664 15.4318 -15.2041
C -19.5905 14.0936 -15.0614
O -18.7205 15.6322 -16.6014
H -20.4539 16.9337 -15.4522
H -19.0669 17.5013 -14.5491
H -20.1741 16.4629 -13.7536
H -17.9155 15.4413 -14.6722
H -20.6589 14.2938 -15.1575
H -19.5056 13.7275 -14.0355
H -19.1835 13.3601 -15.7534
H -19.5633 15.8122 -17.0229
C -18.0636 16.4438 -11.4784
C -17.3368 15.4336 -10.6276
C -15.8722 15.2565 -10.9877
O -17.4371 15.8940 -9.2802
H -19.1326 16.5509 -11.2890
H -18.0190 16.1488 -12.5298
H -17.6462 17.4405 -11.3290
H -17.8430 14.4680 -10.7235
H -15.2467 16.0980 -10.6827
H -15.7140 15.1784 -12.0637
H -15.4517 14.4181 -10.4318
H -18.3509 16.1885 -9.1380
C -21.8056 11.5469 -18.7037
C -20.6128 12.1888 -19.4742
C -19.6910 12.9486 -18.5399
O -19.9610 11.1357 -20.2010
H -21.4242 10.8101 -17.9952
H -22.5326 11.0484 -19.3439
H -22.2593 12.3867 -18.1766
H -21.0878 12.8676 -20.1833
H -20.1649 13.7938 -18.0386
H -18.9479 13.5054 -19.1146
H -19.1824 12.3101 -17.8184
H -19.8672 10.3939 -19.5964
C -21.2403 14.5402 -11.7038
C -22.1926 13.3844 -11.4639
C -22.1708 12.3809 -12.6155
O -22.5313 12.9839 -13.8302
C -22.3642 12.1154 -14.9455
N -21.7021 12.7221 -10.2426
H -21.3622 14.9950 -12.6884
H -20.1736 14.3184 -11.6401
H -21.3787 15.3609 -10.9959
H -23.2234 13.7002 -11.2820
H -22.9246 11.5891 -12.5303
H -21.2047 11.9118 -12.8242
H -23.0012 11.2422 -14.7826
H -21.3190 11.8134 -15.0390
H -22.6927 12.6561 -15.8315
H -21.6266 13.4397 -9.5366
H -22.3038 11.9610 -9.9503
C -23.2752 16.2806 -15.4326
C -24.6878 16.1832 -14.7934
C -25.7574 16.6729 -15.7508
O -25.5639 18.0736 -16.0456
C -26.6875 18.7247 -16.6023
N -24.8460 14.7798 -14.4111
H -23.2478 15.8727 -16.4440
H -22.5059 15.7927 -14.8327
H -22.9551 17.3248 -15.4591
H -24.6717 16.8477 -13.9290
H -26.6838 16.6182 -15.1687
H -25.9420 16.0343 -16.6177
H -26.9633 18.1576 -17.4952
H -26.3818 19.7367 -16.8590
H -27.5448 18.7074 -15.9257
H -25.0905 14.2061 -15.2089
H -23.9690 14.4474 -14.0307
C -19.2898 19.0597 -7.9272
C -20.0250 17.8286 -7.4930
C -21.3625 18.0041 -6.7863
O -21.2294 18.8987 -5.6853
C -22.4438 18.9218 -4.9779
N -20.0698 16.8878 -8.6315
H -18.3871 18.7582 -8.4573
H -19.1138 19.6872 -7.0528
H -19.8313 19.7218 -8.6080
H -19.3833 17.3222 -6.7671
H -21.6646 17.0116 -6.4428
H -22.1143 18.3495 -7.5030
H -22.8712 17.9397 -4.7614
H -23.1957 19.4489 -5.5715
H -22.2298 19.4375 -4.0424
H -20.5798 16.0436 -8.3911
H -20.6820 17.3601 -9.2899
C -26.2594 15.5804 -11.5060
O -26.5908 14.4330 -12.2361
H -27.0142 16.0461 -10.8715
H -25.4058 15.4871 -10.8258
H -25.9298 16.3004 -12.2585
H -26.0626 14.4329 -13.0559
C -23.8696 9.5277 -10.1573
O -23.7341 10.8147 -9.5590
H -23.5159 8.7469 -9.4864
H -24.9330 9.4138 -10.3736
H -23.3334 9.6260 -11.1023
H -24.4973 11.3566 -9.8034
C -22.8949 14.6576 -8.0417
O -21.5164 14.5283 -7.6905
H -23.0044 15.1108 -9.0273
H -23.3793 13.6800 -8.0474
H -23.4571 15.2893 -7.3502
H -21.5102 13.8700 -6.9887
C -21.4708 10.0368 -6.8925
O -22.7008 10.7755 -6.9345
H -21.5216 9.2376 -6.1499
H -21.2523 9.5405 -7.8384
H -20.6624 10.7006 -6.5883
H -23.1954 10.4923 -7.7138
C -26.8424 12.3726 -9.4283
O -25.7542 12.4747 -10.2998
H -26.7783 11.4816 -8.8052
H -26.8629 13.2553 -8.7811
H -27.8190 12.4664 -9.9075
H -26.0677 12.9450 -11.0828
C -25.0287 12.9659 -17.8735
O -25.5616 12.6734 -16.5659
H -24.1934 13.6445 -17.7053
H -24.7352 12.1163 -18.4890
H -25.8141 13.5204 -18.3909
H -26.4097 12.2605 -16.7538
C -22.9770 18.3570 -11.3532
O -22.7292 17.7481 -10.1118
H -22.9662 19.4481 -11.2889
H -22.2217 18.0820 -12.0883
H -23.9618 18.1342 -11.7710
H -23.4631 17.9248 -9.5178
C -19.7130 10.2118 -10.7581
O -19.2948 11.5644 -11.0447
H -18.9355 9.4718 -10.9408
H -20.1183 10.0804 -9.7553
H -20.5157 9.9715 -11.4608
H -19.9967 12.1489 -10.7062

=====

Entry 3:
72
Properties=species:S:1:pos:R:3 method="wB97M-V/def2-TZVPD" homo_lumo_gap_ev=5.12 molar_mass_g_mol=914.515 total_charge=+2 homo_ev=-13.2
W 0.3857 -0.1479 -0.3913
C 6.0963 2.5743 0.9127
C 6.3885 2.3319 -0.4341
C 5.5763 1.5251 -1.2108
C 4.4722 0.9459 -0.5936
C 3.4356 0.1322 -1.1713
N 2.5762 -0.3164 -0.0859
C 2.9137 0.5579 1.0941
N 2.1179 0.6586 2.0526
C 0.8731 0.0145 1.9549
C 0.4668 -1.0482 2.8792
C 1.1919 -1.8964 3.6931
C 0.4728 -2.8176 4.4486
C -0.9202 -2.8923 4.3859
C -1.6475 -2.0437 3.5653
C -0.9315 -1.1136 2.8259
C -1.3238 -0.1528 1.8221
N -2.5308 -0.0614 1.2298
C -2.6584 -0.0603 -0.0368
N -1.5748 -0.3535 -0.9118
C -2.0492 -0.4224 -2.1700
N -1.3573 -0.7479 -3.2873
C -0.0616 -0.8633 -3.3685
N 0.8849 -0.4871 -2.4059
C 2.1194 -0.6231 -2.9401
N 3.2597 -0.1993 -2.3997
C 2.0143 -1.1894 -4.2985
C 2.9694 -1.5097 -5.2314
C 2.5121 -2.0167 -6.4572
C 1.1592 -2.1744 -6.7154
C 0.1929 -1.8300 -5.7586
C 0.6525 -1.3486 -4.5568
C -3.4740 -0.1243 -2.1778
C -4.3816 -0.0720 -3.2201
C -5.6973 0.2427 -2.8939
C -6.0782 0.4837 -1.5759
C -5.1595 0.4210 -0.5262
C -3.8578 0.1194 -0.8562
N -0.2621 0.6108 1.4490
C 4.1789 1.1970 0.7578
C 4.9769 2.0215 1.5248
H 6.7552 3.2124 1.4861
H 7.2648 2.7886 -0.8736
H 5.7895 1.3408 -2.2546
H 2.2707 -1.8431 3.7537
H 1.0045 -3.4952 5.1033
H -1.4373 -3.6220 4.9935
H -2.7269 -2.0914 3.5176
H 4.0242 -1.3759 -5.0338
H 3.2295 -2.2869 -7.2199
H 0.8461 -2.5657 -7.6734
H -0.8651 -1.9369 -5.9548
H -4.0800 -0.2664 -4.2399
H -6.4413 0.2998 -3.6765
H -7.1109 0.7236 -1.3624
H -5.4579 0.6011 0.4973
H 4.7347 2.2253 2.5587
Se 1.0280 2.1609 -1.1068
C 1.1289 3.3754 0.3744
C 0.0175 3.6516 1.1619
C 0.1264 4.5692 2.1957
C 1.3351 5.2081 2.4397
C 2.4338 4.9467 1.6346
C 2.3314 4.0356 0.5922
H -0.9273 3.1648 0.9645
H -0.7379 4.7933 2.8067
H 1.4133 5.9251 3.2457
H 3.3675 5.4669 1.8046
H 3.1773 3.8573 -0.0610
O 3.1237 -1.6003 0.2400
S 1.9075 -2.8206 0.2250
N 0.6104 -1.9924 0.0067

=====

Entry 4:
84
Properties=species:S:1:pos:R:3 method="wB97M-V/def2-TZVPD" relative_energy_kj_mol=92.46 homo_lumo_gap_ev="6.02 / 6.02" molar_mass_g_mol=1140.700 total_charge=-1 homo_ev="-5.3 / -5.3"
Ce -20.1877 -7.5063 3.8130
C -17.0528 -9.4007 5.6560
C -18.0136 -10.3986 5.0978
C -17.6464 -11.8282 5.2672
C -18.4946 -12.7944 4.8327
C -19.6372 -12.3998 4.1061
C -20.5649 -13.3147 3.4988
Br -20.3122 -15.1259 3.6464
C -21.6563 -12.8396 2.8530
C -21.8956 -11.4887 2.7371
Br -23.4607 -10.9352 1.9220
C -21.0723 -10.5777 3.3167
O -21.2773 -9.3059 3.1751
C -19.9142 -11.0315 3.9578
N -19.0770 -10.0514 4.4903
H -16.1176 -9.8034 6.0445
H -17.4301 -8.8401 6.4882
H -16.8163 -8.6981 4.8690
H -16.7452 -11.9446 5.8958
H -18.2354 -13.8504 4.9524
H -22.4970 -13.5607 2.5365
N -21.8238 -10.3566 -3.2017
C -21.3893 -9.4271 -2.2595
C -20.5559 -8.3791 -2.6176
C -20.0704 -7.4906 -1.6927
C -20.5547 -7.5855 -0.3688
C -21.4439 -8.6044 0.0365
C -21.8414 -9.5407 -0.9230
S -19.8846 -6.5665 0.8527
O -19.4160 -5.3302 0.3078
O -20.9633 -6.4906 1.8247
N -18.8481 -7.3988 1.6977
C -17.5300 -7.6632 1.4323
N -16.8344 -8.2153 2.4903
C -15.5642 -8.3948 2.2676
C -14.8793 -8.0162 1.1126
C -15.6833 -7.4650 0.1277
N -17.0015 -7.3012 0.2753
H -21.3018 -10.4097 -4.0479
H -22.0140 -11.2354 -2.8663
H -20.3721 -8.2130 -3.6504
H -19.3970 -6.6539 -1.9386
H -21.6746 -8.8112 1.0450
H -22.5434 -10.3046 -0.6870
H -15.0156 -8.9134 3.0312
H -13.8666 -8.1810 0.9406
H -15.2735 -7.2954 -0.9336
S -20.9964 -7.8445 6.5726
C -21.8617 -6.3276 6.2968
S -22.3202 -5.8302 4.6889
C -22.0336 -5.4472 7.3718
C -22.6445 -4.1434 7.2830
N -23.1698 -3.1050 7.2543
C -21.6224 -5.7757 8.7355
N -21.3117 -5.9197 9.8598
Cl -16.9650 -6.4971 9.0028
C -15.4426 -7.2594 8.4778
C -14.8233 -8.2331 9.2927
C -13.6304 -8.7904 8.8525
C -13.0527 -8.4130 7.6754
C -13.7778 -7.6278 6.8507
Cl -13.2136 -7.3005 5.2076
C -14.9712 -6.9710 7.1965
N -15.7731 -6.1647 6.4143
C -15.4723 -4.8513 6.0118
C -14.1927 -4.3249 6.1440
C -13.8490 -3.1362 5.5083
C -14.8085 -2.3227 4.9421
C -16.1086 -2.8198 5.0284
C -16.4715 -4.0310 5.5059
C -17.9521 -4.4377 5.5226
C -18.3960 -5.6282 4.6839
O -19.0736 -5.4463 3.6543
O -18.1696 -6.7829 5.0571
H -15.3302 -8.4432 10.2590
H -13.0591 -9.4687 9.4449
H -12.0770 -8.6508 7.3322
H -16.7187 -6.3988 6.3623
H -13.3879 -4.9353 6.5592
H -12.7940 -2.8131 5.5360
H -14.5870 -1.3554 4.5073
H -16.9646 -2.2428 4.6665
H -18.5708 -3.5605 5.3558
H -18.1020 -4.6469 6.6001